# 1
The following is a DFT calculation (ωB97M-V/def2-TZVPD) of a 2-piece molecular cluster, C3H2ClNO2 overall.

Output
Largest force on an atom (eV Å⁻¹): 6.58
LUMO energy (eV): -1.09
E_HOMO (eV): -10.111
Frontier orbital gap (eV): 9.02

```
! wB97M-V def2-TZVPD RIJCOSX def2/J DEFGRID3
* xyz 0 1
C 0.991 -1.134 0.370
C 1.540 0.150 -0.075
C -1.137 0.315 0.022
N 0.172 -0.117 -0.073
O 1.089 -2.241 0.819
O 2.175 1.052 -0.487
Cl -1.413 1.892 0.665
H -1.696 -0.361 0.477
H -1.720 0.444 -1.718
*
```

=====

# 2
The following is a DFT calculation (ωB97M-V/def2-TZVPD) of one molecule with the formula C3H2ClNOS.

Output
Largest force on an atom (eV Å⁻¹): 4.68
LUMO energy (eV): -1.72
E_HOMO (eV): -9.034
Frontier orbital gap (eV): 7.31

```
! wB97M-V def2-TZVPD RIJCOSX def2/J DEFGRID3
* xyz 0 1
C 2.034 -1.410 0.052
C 2.767 0.120 0.074
C 0.139 -0.103 -0.024
N 0.718 -1.302 0.006
O 2.725 -2.406 0.023
S 1.619 1.320 -0.010
Cl 4.360 0.591 -0.051
H -0.145 0.246 -1.103
H -0.543 0.129 0.712
*
```

=====

# 3
The following is a DFT calculation (ωB97M-V/def2-TZVPD) of one molecule with the formula C3H2ClNS.

Output
Largest force on an atom (eV Å⁻¹): 4.77
LUMO energy (eV): -0.12
E_HOMO (eV): -9.750
Frontier orbital gap (eV): 9.63
Structure (SMILES): C=C(Cl)SC#N

```
! wB97M-V def2-TZVPD RIJCOSX def2/J DEFGRID3
* xyz 0 1
C 3.814 -0.733 0.274
C 0.031 0.151 -0.407
C 1.301 0.623 -0.405
N 4.594 -0.572 1.110
S 2.592 -0.913 -0.802
Cl 2.098 2.008 -0.071
H -0.836 0.712 -0.364
H -0.209 -0.865 -0.532
*
```

=====

# 4
The following is a DFT calculation (ωB97M-V/def2-TZVPD) of a 3-piece molecular cluster, C3H2ClO2S overall.

Output
Largest force on an atom (eV Å⁻¹): 2.12
LUMO energy (spin up / spin down) (eV): 3.45 / 3.45
E_HOMO (spin up / spin down) (eV): -3.018 / -3.017
Frontier orbital gap (spin up / spin down) (eV): 6.47 / 6.47

```
! wB97M-V def2-TZVPD RIJCOSX def2/J DEFGRID3
* xyz -1 1
C 0.423 0.077 1.132
C -1.599 0.118 3.455
C 2.492 -0.216 -0.478
O -2.675 0.304 3.020
O -0.759 -0.199 4.190
S -0.292 1.500 1.648
Cl 2.367 1.164 -1.544
H -0.012 -0.784 1.623
H 3.282 0.327 0.169
*
```

=====

# 5
The following is a DFT calculation (ωB97M-V/def2-TZVPD) of a 2-piece molecular cluster, C3H2F2O overall.

Output
Largest force on an atom (eV Å⁻¹): 3.32
LUMO energy (eV): 1.18
E_HOMO (eV): -9.752
Frontier orbital gap (eV): 10.93

```
! wB97M-V def2-TZVPD RIJCOSX def2/J DEFGRID3
* xyz 0 1
C -2.057 1.266 -0.594
C 0.840 -1.099 -0.018
C 0.927 0.221 0.250
O -3.086 1.186 -0.170
F 0.186 -1.876 0.931
F 1.283 1.098 -0.636
H 1.130 -1.468 -1.039
H 0.777 0.673 1.275
*
```

=====

# 6
The following is a DFT calculation (ωB97M-V/def2-TZVPD) of C3H2F2O as an isolated structure.

Output
Largest force on an atom (eV Å⁻¹): 4.87
LUMO energy (eV): 0.88
E_HOMO (eV): -9.657
Frontier orbital gap (eV): 10.54

```
! wB97M-V def2-TZVPD RIJCOSX def2/J DEFGRID3
* xyz 0 1
C -0.532 -0.073 0.600
C 0.001 1.056 -0.169
C -1.736 0.289 0.115
O -1.308 1.470 -0.433
F -3.000 -0.057 0.057
F 0.887 1.935 0.373
H -0.123 -1.025 1.141
H 0.565 0.559 -0.937
*
```

=====

# 7
The following is a DFT calculation (ωB97M-V/def2-TZVPD) of a 2-piece molecular cluster, C3H2F2O2 overall.

Output
Largest force on an atom (eV Å⁻¹): 4.58
LUMO energy (eV): -0.45
E_HOMO (eV): -9.838
Frontier orbital gap (eV): 9.39
Structure (SMILES): O=C=CF.O=CF

```
! wB97M-V def2-TZVPD RIJCOSX def2/J DEFGRID3
* xyz 0 1
C 1.627 0.936 0.015
C 0.418 0.877 -0.431
C -0.970 -1.254 0.346
O 2.637 0.861 0.548
O -0.567 -2.087 -0.358
F -0.667 1.543 0.092
F -2.202 -0.701 0.133
H 0.176 0.631 -1.501
H -0.452 -0.806 1.155
*
```

=====

# 8
The following is a DFT calculation (ωB97M-V/def2-TZVPD) of a 3-piece molecular cluster, C3H2F3O3 overall.

Output
Largest force on an atom (eV Å⁻¹): 3.20
LUMO energy (eV): 3.68
E_HOMO (eV): -3.857
Frontier orbital gap (eV): 7.54

```
! wB97M-V def2-TZVPD RIJCOSX def2/J DEFGRID3
* xyz -1 1
C -1.986 0.822 0.505
C 1.955 -0.690 -0.674
C 0.937 -0.166 0.069
O -1.887 1.233 -0.550
O -2.264 0.468 1.580
O -0.109 -0.657 0.555
F -0.907 -2.692 -0.436
F 2.779 0.261 -1.256
F 1.160 1.233 0.490
H 2.196 -1.583 -1.197
H -0.562 -1.799 -0.142
*
```

=====

# 9
The following is a DFT calculation (ωB97M-V/def2-TZVPD) of C3H2F9NaO10S3 as an isolated structure.

Output
Largest force on an atom (eV Å⁻¹): 3.92
LUMO energy (eV): 3.65
E_HOMO (eV): -4.046
Frontier orbital gap (eV): 7.70

```
! wB97M-V def2-TZVPD RIJCOSX def2/J DEFGRID3
* xyz -2 1
Na -0.660 0.756 -1.308
C -0.428 -1.858 3.526
F -1.305 -2.455 4.261
F -0.386 -0.640 4.112
F 0.802 -2.482 3.641
S -0.965 -1.708 1.605
O -0.118 -0.707 0.905
O -0.817 -3.103 1.146
O -2.384 -1.279 1.759
C 2.496 -2.378 -3.279
F 2.523 -2.439 -1.903
F 3.444 -1.558 -3.682
F 2.720 -3.584 -3.738
S 0.720 -1.688 -3.754
O -0.197 -2.664 -3.235
O 0.560 -0.322 -3.176
O 0.697 -1.777 -5.223
C 0.065 2.650 2.303
F 0.930 1.716 2.754
F -1.141 2.124 2.218
F 0.073 3.589 3.234
S 0.644 3.466 0.676
O 1.921 4.162 0.960
O 0.783 2.450 -0.351
O -0.374 4.461 0.296
O -2.900 1.553 -1.105
H -3.113 2.473 -0.950
H -3.590 1.243 -1.692
*
```

=====

# 10
The following is a DFT calculation (ωB97M-V/def2-TZVPD) of C3H2FKO2 as an isolated structure.

Output
Largest force on an atom (eV Å⁻¹): 4.52
LUMO energy (spin up / spin down) (eV): -4.08 / -6.01
E_HOMO (spin up / spin down) (eV): -13.519 / -14.074
Expectation value of S²: 0.774
Frontier orbital gap (spin up / spin down) (eV): 9.44 / 8.06

```
! wB97M-V def2-TZVPD RIJCOSX def2/J DEFGRID3
* xyz 1 2
C -1.496 -0.275 0.668
C -0.463 0.525 0.244
O 2.055 0.938 0.859
C 1.144 0.230 0.538
H -2.527 0.044 0.506
H -1.300 -1.319 0.909
F -0.720 1.654 -0.338
K 2.329 -1.334 -2.854
O 0.978 -0.462 -0.532
*
```

=====

# 11
The following is a DFT calculation (ωB97M-V/def2-TZVPD) of C3H2FLiO2Zn as an isolated structure.

Output
Largest force on an atom (eV Å⁻¹): 6.29
LUMO energy (spin up / spin down) (eV): -11.79 / -11.93
E_HOMO (spin up / spin down) (eV): -19.043 / -18.467
Frontier orbital gap (spin up / spin down) (eV): 7.25 / 6.53

```
! wB97M-V def2-TZVPD RIJCOSX def2/J DEFGRID3
* xyz 2 1
O 0.249 0.509 0.500
C -0.478 1.079 -0.439
O 0.020 2.141 -0.881
Li 0.238 2.510 1.445
Zn -1.416 -0.441 2.094
C 0.756 -0.890 -0.587
C -0.630 -1.122 -0.805
H 1.284 -1.736 -0.132
H 1.251 -0.543 -1.503
F -1.272 -1.508 0.308
*
```

=====

# 12
The following is a DFT calculation (ωB97M-V/def2-TZVPD) of C3H2FLuO2 as an isolated structure.

Output
Largest force on an atom (eV Å⁻¹): 4.42
LUMO energy (spin up / spin down) (eV): -11.12 / -10.44
E_HOMO (spin up / spin down) (eV): -18.615 / -17.680
Frontier orbital gap (spin up / spin down) (eV): 7.49 / 7.24

```
! wB97M-V def2-TZVPD RIJCOSX def2/J DEFGRID3
* xyz 2 1
C 0.171 0.329 0.285
C 0.429 -1.829 -0.501
O -0.289 -0.874 0.477
O 1.114 0.340 -0.594
C 1.441 -0.977 -1.066
H 0.697 -2.762 0.007
F -0.614 -2.191 -1.405
H 2.485 -1.199 -0.833
Lu -0.746 2.395 1.302
*
```

=====

# 13
The following is a DFT calculation (ωB97M-V/def2-TZVPD) of an isolated ion of composition C3H2FN2O and charge +1.

Output
Largest force on an atom (eV Å⁻¹): 4.91
LUMO energy (eV): -7.43
E_HOMO (eV): -16.142
Frontier orbital gap (eV): 8.71
Structure (SMILES): O=C1[NH+]=CN=C1F

```
! wB97M-V def2-TZVPD RIJCOSX def2/J DEFGRID3
* xyz 1 1
C -0.422 -0.664 -0.029
C -2.600 -0.488 -0.020
C -1.785 1.157 0.089
N -1.585 -1.308 -0.022
N -0.413 0.644 0.009
O -2.128 2.233 0.022
F -3.858 -0.705 -0.049
H 0.599 -1.073 -0.015
H 0.448 1.158 -0.160
*
```

=====

# 14
The following is a DFT calculation (ωB97M-V/def2-TZVPD) of one molecule with the formula C3H2FNO.

Output
Largest force on an atom (eV Å⁻¹): 1.79
LUMO energy (eV): 0.91
E_HOMO (eV): -9.992
Frontier orbital gap (eV): 10.91
Structure (SMILES): Fc1ccno1

```
! wB97M-V def2-TZVPD RIJCOSX def2/J DEFGRID3
* xyz 0 1
C 0.670 0.095 -0.019
C -0.191 1.155 0.049
C -1.453 0.520 -0.027
H 0.067 2.193 -0.020
H -2.477 0.922 -0.008
N -1.370 -0.789 -0.017
O 0.020 -1.040 0.034
F 1.965 0.012 -0.016
*
```

=====

# 15
The following is a DFT calculation (ωB97M-V/def2-TZVPD) of a 2-piece molecular cluster, C3H2FNO overall.

Output
Largest force on an atom (eV Å⁻¹): 10.55
LUMO energy (spin up / spin down) (eV): 0.87 / -2.77
E_HOMO (spin up / spin down) (eV): -5.525 / -10.431
Expectation value of S²: 2.005
Frontier orbital gap (spin up / spin down) (eV): 6.39 / 7.66

```
! wB97M-V def2-TZVPD RIJCOSX def2/J DEFGRID3
* xyz 0 3
C 1.029 1.224 0.126
C -1.202 -1.319 0.057
C -1.446 -0.177 0.058
N 1.548 0.203 0.020
O 2.105 -0.849 -0.016
F -2.069 0.900 0.001
H 0.833 2.311 0.032
H -0.798 -2.293 -0.277
*
```

=====

# 16
The following is a DFT calculation (ωB97M-V/def2-TZVPD) of C3H2FNO2 as an isolated structure.

Output
Largest force on an atom (eV Å⁻¹): 6.18
LUMO energy (eV): 0.60
E_HOMO (eV): -8.601
Frontier orbital gap (eV): 9.20

```
! wB97M-V def2-TZVPD RIJCOSX def2/J DEFGRID3
* xyz 0 1
C -0.293 -0.467 0.475
C 1.042 -0.283 0.242
C -0.214 0.617 -1.258
H -1.554 -0.554 1.937
H 1.938 -0.603 0.707
N -1.082 0.124 -0.519
O -0.663 -0.845 1.624
O 1.195 0.510 -0.884
F -0.370 1.500 -2.325
*
```

=====

# 17
The following is a DFT calculation (ωB97M-V/def2-TZVPD) of one molecule with the formula C3H2FNS.

Output
Largest force on an atom (eV Å⁻¹): 11.54
LUMO energy (eV): -2.58
E_HOMO (eV): -10.144
Frontier orbital gap (eV): 7.57
Structure (SMILES): N#CC(=S)CF

```
! wB97M-V def2-TZVPD RIJCOSX def2/J DEFGRID3
* xyz 0 1
C -0.345 -0.846 0.063
C 0.486 0.228 -0.050
C -0.031 1.513 -0.043
H -0.151 -1.713 -0.680
H -0.326 -1.076 1.055
N 0.079 2.770 -0.074
F -1.845 -0.588 -0.169
S 2.132 -0.288 -0.102
*
```

=====

# 18
The following is a DFT calculation (ωB97M-V/def2-TZVPD) of C3H2FNaO3 as an isolated structure.

Output
Largest force on an atom (eV Å⁻¹): 1.50
LUMO energy (eV): -10.27
E_HOMO (eV): -19.376
Frontier orbital gap (eV): 9.10

```
! wB97M-V def2-TZVPD RIJCOSX def2/J DEFGRID3
* xyz 2 1
C 0.431 -0.465 0.042
C -2.479 -0.685 2.529
O -1.763 -0.352 1.554
C -1.862 -1.211 0.373
O -0.828 -0.961 -0.327
O 1.228 -1.147 0.574
F 0.605 0.718 -0.412
H -2.370 -0.087 3.439
H -3.189 -1.516 2.417
Na 3.924 -1.383 1.053
*
```

=====

# 19
The following is a DFT calculation (ωB97M-V/def2-TZVPD) of C3H2FO2Pd as an isolated structure.

Output
Largest force on an atom (eV Å⁻¹): 13.17
LUMO energy (spin up / spin down) (eV): -12.85 / -14.52
E_HOMO (spin up / spin down) (eV): -19.738 / -22.680
Expectation value of S²: 3.761
Frontier orbital gap (spin up / spin down) (eV): 6.89 / 8.16

```
! wB97M-V def2-TZVPD RIJCOSX def2/J DEFGRID3
* xyz 2 4
O 0.627 1.841 -0.686
H -0.178 -1.733 1.034
O 1.099 -0.207 0.743
C 0.135 -0.944 0.332
C -0.921 -0.006 -0.205
C -0.295 1.345 -0.127
F -2.162 -0.163 0.234
Pd 2.216 0.586 -0.150
H -0.522 -0.719 -1.175
*
```

=====

# 20
The following is a DFT calculation (ωB97M-V/def2-TZVPD) of C3H2FO2Rh as an isolated structure.

Output
Largest force on an atom (eV Å⁻¹): 5.33
LUMO energy (spin up / spin down) (eV): -5.69 / -8.67
E_HOMO (spin up / spin down) (eV): -10.995 / -15.606
Expectation value of S²: 8.766
Frontier orbital gap (spin up / spin down) (eV): 5.31 / 6.94

```
! wB97M-V def2-TZVPD RIJCOSX def2/J DEFGRID3
* xyz 1 6
C -0.766 0.690 -0.254
C 1.368 -0.723 1.114
O -0.976 0.300 0.892
O 0.518 0.439 -0.730
C 1.523 0.244 0.188
H 1.800 -0.692 2.113
F 0.928 -1.958 0.752
H 2.142 1.112 0.419
Rh -2.106 1.272 -1.774
*
```

=====

| no. | DFT total energy (a.u.) |
| --- | --- |
| 1 | -780.76402 |
| 2 | -1103.80175 |
| 3 | -1028.57077 |
| 4 | -1124.24715 |
| 5 | -390.41926 |
| 6 | -390.39030 |
| 7 | -465.64349 |
| 8 | -640.92094 |
| 9 | -3123.80110 |
| 10 | -965.47370 |
| 11 | -2151.75060 |
| 12 | -1600.49779 |
| 13 | -399.77790 |
| 14 | -345.31444 |
| 15 | -344.97579 |
| 16 | -420.56037 |
| 17 | -668.19487 |
| 18 | -602.65166 |
| 19 | -492.58857 |
| 20 | -475.80677 |